Run a
99
Properties=species:S:1:pos:R:3:mulliken_charge:R:1 method="wB97M-V/def2-TZVPD" homo_ev=-10.13 smiles="CCOC(=O)OC.CCOC(=O)OC.CCOC(=O)OC.COC(=O)OC.COC(=O)OC.O=C1OCCO1.O=C1OCCO1.O=C1OCCO1" orbital_gap_ev=9.745 charge=0
C 0.894 4.370 4.921 -0.20
C 1.571 4.580 3.621 -0.17
O 2.967 4.160 3.784 -0.31
C 3.117 3.569 4.960 0.65
O 4.100 2.954 5.446 -0.55
O 1.881 3.805 5.687 -0.35
H -0.044 3.823 4.830 0.26
H 0.597 5.351 5.292 0.23
H 1.578 5.637 3.355 0.26
H 1.042 3.986 2.876 0.18
C 0.725 0.425 1.020 -0.15
C 0.472 -0.915 0.240 -0.15
O 0.764 -0.552 -1.136 -0.35
C 1.342 0.597 -1.199 0.72
O 1.803 1.040 -2.304 -0.63
O 1.338 1.241 -0.010 -0.30
H 1.324 0.253 1.914 0.26
H -0.217 0.808 1.411 0.17
H -0.608 -1.050 0.173 0.17
H 0.963 -1.796 0.653 0.25
C -5.386 -0.764 3.156 -0.24
C -5.615 -2.073 3.868 -0.29
O -4.345 -2.613 4.042 -0.32
C -3.420 -1.770 3.660 0.70
O -2.176 -1.937 3.951 -0.64
O -3.965 -0.819 3.048 -0.27
H -5.689 0.087 3.766 0.25
H -6.007 -0.754 2.261 0.28
H -6.205 -2.670 3.173 0.27
H -6.199 -1.904 4.773 0.27
C -2.021 7.850 -1.203 -0.65
O -2.468 6.674 -0.554 -0.33
C -2.192 5.514 -1.132 0.74
O -1.679 5.369 -2.307 -0.58
O -2.478 4.505 -0.248 -0.22
C -3.522 4.663 0.718 -0.65
H -0.966 8.079 -1.355 0.26
H -2.391 8.667 -0.585 0.26
H -2.563 7.965 -2.142 0.31
H -4.427 5.034 0.239 0.33
H -3.379 5.426 1.483 0.29
H -3.788 3.708 1.171 0.23
C 6.332 5.037 -4.653 -0.58
O 4.994 5.184 -4.922 -0.34
C 3.993 5.637 -3.983 0.77
O 2.834 5.676 -4.326 -0.50
O 4.591 6.040 -2.775 -0.31
C 3.725 6.334 -1.651 -0.65
H 6.875 4.613 -5.497 0.25
H 6.343 4.675 -3.624 0.29
H 6.780 6.026 -4.741 0.25
H 4.238 7.198 -1.228 0.24
H 3.665 5.435 -1.038 0.28
H 2.706 6.613 -1.923 0.32
C 3.462 -3.462 2.969 -0.77
C 4.693 -3.368 2.068 -0.24
O 4.858 -4.473 1.127 -0.33
C 4.922 -4.300 -0.131 0.71
O 4.815 -5.237 -0.867 -0.56
O 5.172 -2.979 -0.472 -0.34
C 5.426 -2.643 -1.791 -0.66
H 2.707 -4.136 2.565 0.18
H 3.155 -2.420 3.059 0.22
H 3.642 -3.698 4.018 0.33
H 5.548 -3.417 2.743 0.27
H 4.903 -2.409 1.594 0.34
H 5.411 -1.561 -1.918 0.27
H 4.725 -3.010 -2.542 0.30
H 6.380 -3.086 -2.078 0.28
C -3.791 -1.492 -4.045 -1.07
C -4.223 0.023 -4.109 -0.31
O -4.749 0.355 -5.446 -0.31
C -4.158 1.292 -6.135 0.79
O -3.199 2.007 -5.752 -0.58
O -4.880 1.535 -7.315 -0.34
C -5.950 0.635 -7.799 -0.64
H -3.881 -1.769 -2.994 0.33
H -2.759 -1.673 -4.346 0.31
H -4.412 -2.143 -4.661 0.32
H -3.496 0.733 -3.716 0.39
H -5.145 0.182 -3.549 0.25
H -5.904 -0.446 -7.672 0.28
H -6.018 0.742 -8.882 0.29
H -6.902 1.044 -7.461 0.28
C -2.223 -7.510 2.402 -1.13
C -1.024 -6.697 2.105 -0.03
O -0.022 -7.302 1.296 -0.35
C 0.988 -8.107 1.737 0.74
O 1.881 -8.467 0.938 -0.58
O 0.799 -8.441 3.021 -0.30
C 1.605 -9.363 3.696 -0.61
H -1.959 -7.966 3.356 0.26
H -2.429 -8.224 1.604 0.29
H -3.158 -6.950 2.413 0.33
H -0.644 -6.296 3.045 0.24
H -1.384 -5.828 1.553 0.36
H 2.616 -8.969 3.591 0.27
H 1.530 -10.266 3.090 0.29
H 1.269 -9.427 4.731 0.21

***

Run b
99
Properties=species:S:1:pos:R:3:mulliken_charge:R:1 method="wB97M-V/def2-TZVPD" homo_ev=-9.64 smiles="C[C@H]1COC(=O)O1.C[C@H]1COC(=O)O1.C[C@H]1COC(=O)O1.COC(=O)OC.COC(=O)OC.COC(=O)OC.COC(=O)OC.COC(=O)OC" orbital_gap_ev=10.151 charge=0
C -1.078 9.968 26.129 -1.57
C -0.085 9.036 25.504 1.32
C -0.264 7.625 26.150 -0.17
O -0.762 6.935 24.984 0.46
C -0.665 7.720 23.894 -0.02
O -0.780 7.319 22.720 -0.63
O -0.325 8.969 24.186 -0.34
H -0.571 10.406 27.025 0.35
H -2.099 9.569 26.418 0.17
H -1.308 10.770 25.463 0.47
H 0.900 9.451 25.709 -0.22
H -0.948 7.549 27.015 0.16
H 0.668 7.123 26.378 -0.15
C -6.118 2.799 23.230 -1.28
C -6.678 2.126 24.484 0.52
C -5.461 1.482 25.199 -0.34
O -5.343 2.191 26.421 0.01
C -6.296 3.139 26.510 0.43
O -6.358 3.897 27.451 -0.60
O -7.008 3.174 25.401 -0.38
H -6.904 2.753 22.462 0.43
H -5.425 2.159 22.760 0.43
H -5.694 3.744 23.588 0.18
H -7.484 1.416 24.261 0.35
H -4.467 1.627 24.687 0.02
H -5.553 0.419 25.450 0.31
C -3.320 5.883 26.847 0.19
C -2.798 5.295 28.230 0.21
C -2.560 3.780 27.989 0.18
O -1.168 3.653 28.070 -0.06
C -0.564 4.750 28.432 0.51
O 0.661 4.867 28.582 -0.57
O -1.439 5.750 28.556 -0.36
H -2.782 5.429 26.037 -0.50
H -3.160 6.965 26.822 0.16
H -4.364 5.663 26.718 0.09
H -3.520 5.509 28.971 0.47
H -2.721 3.421 26.977 -0.23
H -3.013 3.161 28.787 0.00
C -3.352 0.371 27.983 -0.75
O -2.023 0.825 27.603 -0.19
C -0.978 0.170 28.220 0.56
O -1.178 -0.703 29.144 -0.66
O 0.250 0.439 27.702 -0.03
C 1.371 -0.411 27.770 -0.82
H -3.342 -0.375 28.729 0.44
H -3.695 -0.211 27.111 0.17
H -4.005 1.150 28.186 0.31
H 1.031 -1.497 27.812 0.34
H 1.924 -0.114 28.706 0.31
H 2.097 -0.324 27.001 0.27
C 3.768 6.528 28.292 -0.48
O 4.305 7.735 27.874 -0.34
C 3.531 8.752 27.635 0.80
O 2.084 8.753 27.888 -0.61
O 4.141 9.769 27.045 -0.32
C 3.534 11.028 26.834 -0.61
H 4.637 6.145 28.864 0.27
H 3.562 5.917 27.383 0.14
H 2.871 6.570 28.964 0.35
H 3.936 11.739 27.575 0.30
H 2.474 11.114 26.705 0.25
H 3.960 11.444 25.940 0.30
C 0.167 3.169 24.895 -0.42
O -0.391 3.413 23.656 -0.44
C -1.659 3.724 23.633 0.30
O -2.664 3.253 24.557 -0.20
O -1.824 4.727 22.730 -0.30
C -3.106 5.259 22.776 -0.29
H -0.267 2.337 25.369 0.57
H 0.269 4.064 25.472 0.17
H 1.186 2.862 24.659 0.08
H -3.364 5.530 23.798 -0.26
H -3.842 4.502 22.580 0.40
H -3.306 6.081 22.121 0.37
C -3.973 8.726 23.857 -0.70
O -4.650 7.785 24.679 -0.09
C -5.413 8.183 25.721 0.59
O -5.506 9.544 26.101 -0.63
O -6.055 7.103 26.249 0.00
C -6.864 7.493 27.293 -0.80
H -3.054 8.393 23.370 0.05
H -3.669 9.645 24.375 0.39
H -4.645 8.922 23.063 0.41
H -7.837 7.756 26.834 0.33
H -6.354 8.223 27.986 0.33
H -7.014 6.583 27.885 0.20
C 6.079 2.285 24.544 -0.66
O 4.727 2.340 24.896 -0.29
C 4.365 2.587 26.097 0.67
O 5.298 3.021 27.148 -0.67
O 3.148 2.502 26.451 -0.02
C 2.872 2.759 27.814 -0.06
H 6.219 1.992 23.500 0.23
H 6.578 1.609 25.181 0.32
H 6.520 3.298 24.708 0.28
H 3.267 2.126 28.622 0.31
H 1.765 2.618 27.955 -0.04
H 3.228 3.793 27.986 -0.12

***

Run c
99
Properties=species:S:1:pos:R:3:mulliken_charge:R:1 method="wB97M-V/def2-TZVPD" homo_ev=-10.04 smiles="C[C@H]1COC(=O)O1.C[C@H]1COC(=O)O1.C[C@H]1COC(=O)O1.COC(=O)OC.COC(=O)OC.COC(=O)OC.COC(=O)OC.COC(=O)OC" orbital_gap_ev=10.296 charge=0
C 3.769 -3.252 0.209 -1.95
C 2.459 -2.963 -0.569 0.90
C 1.993 -1.481 -0.640 0.70
O 1.905 -1.271 -2.048 -0.30
C 2.172 -2.332 -2.734 0.62
O 2.178 -2.425 -3.936 -0.63
O 2.587 -3.272 -1.903 -0.42
H 4.572 -2.610 -0.131 0.41
H 4.027 -4.323 0.155 0.38
H 3.653 -3.017 1.215 0.50
H 1.749 -3.610 -0.103 -0.07
H 2.717 -0.732 -0.252 0.40
H 0.975 -1.293 -0.202 -0.66
C -4.566 1.312 0.974 -1.21
C -5.224 1.473 -0.369 0.38
C -5.974 2.762 -0.565 -0.47
O -5.004 3.539 -1.300 -0.36
C -3.979 2.760 -1.751 0.59
O -3.079 3.100 -2.493 -0.56
O -4.240 1.523 -1.392 -0.20
H -3.985 0.427 1.096 0.23
H -5.411 1.251 1.664 0.42
H -3.980 2.203 1.225 0.31
H -5.781 0.532 -0.507 0.27
H -6.392 3.263 0.392 0.30
H -6.801 2.578 -1.258 0.30
C -0.597 4.306 -4.182 -1.09
C -0.054 4.916 -5.442 0.76
C -0.094 3.974 -6.715 -0.31
O -0.769 4.738 -7.665 -0.35
C -1.161 5.882 -7.162 0.58
O -1.810 6.711 -7.781 -0.59
O -0.837 5.998 -5.868 -0.43
H 0.135 3.550 -3.772 -0.05
H -1.636 3.972 -4.377 0.37
H -0.840 5.144 -3.488 0.41
H 0.964 5.298 -5.232 0.27
H -0.811 3.086 -6.645 0.25
H 0.906 3.685 -7.042 0.21
C -0.723 2.793 -0.562 0.14
O 0.203 2.245 0.332 -0.30
C -0.181 1.547 1.404 0.86
O -1.463 1.427 1.778 -0.60
O 0.813 0.959 2.067 -0.39
C 0.540 -0.240 2.821 0.00
H -1.709 2.189 -0.562 -0.28
H -0.406 2.691 -1.613 -0.08
H -1.021 3.825 -0.260 0.43
H -0.468 -0.267 3.189 -0.09
H 1.175 -0.404 3.701 0.23
H 0.693 -1.111 2.280 0.14
C 2.408 2.089 -1.714 -0.06
O 2.103 2.585 -2.950 -0.13
C 3.063 3.177 -3.637 0.55
O 4.305 3.428 -3.011 -0.66
O 2.847 3.584 -4.834 -0.20
C 3.686 4.362 -5.583 -0.75
H 3.304 1.374 -1.728 0.33
H 1.572 1.510 -1.376 -0.48
H 2.648 2.902 -0.985 0.41
H 3.964 5.268 -4.974 0.33
H 3.182 4.665 -6.503 0.25
H 4.493 3.780 -5.925 0.36
C -2.895 -0.383 4.045 -0.29
O -3.127 -1.295 5.089 -0.35
C -2.280 -2.344 5.316 0.60
O -1.031 -2.419 4.731 -0.43
O -2.778 -3.308 6.100 -0.35
C -2.129 -4.549 6.280 -0.56
H -2.591 -0.797 3.104 0.12
H -2.127 0.332 4.443 0.30
H -3.826 0.254 3.890 0.17
H -1.270 -4.357 6.871 0.25
H -1.877 -4.998 5.291 0.29
H -2.887 -5.211 6.745 0.23
C -1.780 -0.902 -1.202 0.05
O -1.859 -2.300 -1.435 -0.42
C -1.293 -3.240 -0.649 0.59
O -0.711 -2.905 0.624 -0.34
O -1.344 -4.470 -1.189 -0.35
C -0.856 -5.603 -0.430 -0.55
H -2.580 -0.516 -1.840 0.29
H -0.779 -0.588 -1.454 0.04
H -1.953 -0.635 -0.113 0.02
H -1.280 -6.449 -0.988 0.24
H -1.299 -5.636 0.600 0.28
H 0.234 -5.556 -0.346 0.23
C 1.544 -3.267 6.123 -0.52
O 2.853 -3.333 6.471 -0.28
C 3.787 -3.707 5.476 0.60
O 3.375 -3.777 4.086 -0.53
O 5.089 -3.849 5.921 -0.30
C 6.138 -3.628 5.041 -0.58
H 1.336 -2.768 5.195 0.25
H 1.016 -2.639 6.817 0.34
H 1.077 -4.240 6.107 0.22
H 6.456 -2.544 5.091 0.25
H 5.891 -3.978 4.029 0.30
H 6.994 -4.178 5.400 0.24

***

Consider the structures shown above. The most stable of them is run a.